This record from OMol25 describes 2 unconnected molecules or ions with the total composition C4H14N2O in a non-equilibrium geometry. The level of theory is wB97M-V/def2-TZVPD.

## Properties
Net charge: 0
Electronic energy (a.u.): -345.49825
LUMO energy (eV): 0.9
Energy relative to the best compared isomer or geometry (same formula, charge and spin) (eV): 2.121
SMILES string: CC[C@H](N)CN.O
Gap between HOMO and LUMO (eV): 10.3000
Maximum force (Eh/bohr): 0.0744

CARTESIAN COORDINATES (ANGSTROEM)
C  -1.41  1.32  0.99
C  -0.84  1.26  -0.39
C  0.08  -0.05  -0.44
N  1.00  -0.25  0.77
C  0.93  0.02  -1.76
N  1.61  -1.28  -1.62
H  -2.06  0.45  1.11
H  -0.61  1.14  1.77
H  -1.94  2.17  1.32
H  -0.26  2.19  -0.55
H  -1.65  1.23  -1.14
H  -0.71  -0.87  -0.25
H  1.55  -1.09  0.59
H  1.71  0.52  0.73
H  0.21  -0.01  -2.59
H  1.74  0.81  -1.86
H  1.05  -2.13  -1.72
H  2.30  -1.28  -2.42
O  -0.96  -1.60  2.82
H  -0.51  -1.86  1.94
H  -1.24  -0.65  2.68

***

This record from OMol25 describes 2 unconnected molecules or ions with the total composition C4H14N2O in a non-equilibrium geometry. The level of theory is wB97M-V/def2-TZVPD.

## Properties
Net charge: 0
Electronic energy (a.u.): -345.46567
LUMO energy (eV): 0.9
Energy relative to the best compared isomer or geometry (same formula, charge and spin) (eV): 3.007
SMILES string: NCCCCN.O
Gap between HOMO and LUMO (eV): 10.2150
Maximum force (Eh/bohr): 0.1244

CARTESIAN COORDINATES (ANGSTROEM)
N  -2.56  -0.89  1.14
C  -2.16  -0.59  -0.30
C  -1.26  -1.60  -0.99
C  0.16  -1.05  -1.08
C  0.87  -0.27  0.09
N  1.49  1.03  -0.62
H  -1.72  -0.92  1.75
H  -3.20  -0.19  1.49
H  -3.14  -0.42  -0.81
H  -1.73  0.38  -0.53
H  -1.20  -2.63  -0.67
H  -1.68  -1.76  -2.09
H  0.02  -0.26  -1.79
H  0.83  -1.73  -1.64
H  0.39  0.02  0.94
H  1.89  -0.62  0.35
H  2.54  0.83  -0.68
H  1.03  1.11  -1.53
O  2.91  2.59  1.52
H  2.13  2.06  1.48
H  2.38  3.42  1.54

***

This record from OMol25 describes 2 unconnected molecules or ions with the total composition C4H14N2O in a non-equilibrium geometry. The level of theory is wB97M-V/def2-TZVPD.

## Properties
Net charge: +1
Electronic energy (a.u.): -345.22223
LUMO energy (alpha / beta) (eV): -3.1 / -8.1
Energy relative to the best compared isomer or geometry (same formula, charge and spin) (eV): 0.594
Gap between HOMO and LUMO (alpha / beta) (eV): 11.6856 / 6.6202
Maximum force (Eh/bohr): 0.0360
Spin multiplicity: 2

CARTESIAN COORDINATES (ANGSTROEM)
C  -0.56  -2.39  -0.56
C  -0.74  -1.49  0.66
C  -1.16  -0.08  0.27
N  -0.12  0.90  0.32
C  -0.36  2.20  -0.23
N  0.90  2.84  -0.53
H  -1.50  -2.61  -1.06
H  0.10  -1.96  -1.33
H  -0.15  -3.37  -0.30
H  0.20  -1.43  1.22
H  -1.44  -1.98  1.33
H  -1.66  -0.02  -0.69
H  -1.94  0.28  0.97
H  0.43  0.91  1.18
H  -0.98  2.79  0.45
H  -0.99  2.11  -1.11
H  0.72  3.60  -1.18
H  1.45  2.17  -1.06
H  3.01  -0.36  1.03
H  2.19  -0.94  -0.10
O  2.61  -1.19  0.73

***

This record from OMol25 describes 2 unconnected molecules or ions with the total composition C4H14N2O in a non-equilibrium geometry. The level of theory is wB97M-V/def2-TZVPD.

## Properties
Net charge: +1
Electronic energy (a.u.): -345.12407
LUMO energy (alpha / beta) (eV): -3.9 / -3.9
Energy relative to the best compared isomer or geometry (same formula, charge and spin) (eV): 3.265
Gap between HOMO and LUMO (alpha / beta) (eV): 4.2086 / 9.5606
Maximum force (Eh/bohr): 0.2056
Spin multiplicity: 2

CARTESIAN COORDINATES (ANGSTROEM)
C  -0.69  -1.81  -0.16
C  0.49  -1.18  0.63
C  0.77  0.26  0.08
C  1.34  2.36  1.05
N  0.80  1.26  1.25
N  -0.26  -2.12  -1.74
H  -1.09  -2.81  0.19
H  -1.46  -1.12  -0.43
H  0.29  -1.32  1.62
H  1.33  -1.80  0.53
H  1.80  0.27  -0.41
H  0.08  0.73  -0.70
H  2.03  2.64  0.27
H  0.94  3.23  1.53
H  0.02  1.08  2.02
H  -1.06  -2.14  -2.34
H  0.06  -3.24  -1.83
H  0.61  -1.66  -2.10
H  -2.64  1.96  0.02
H  -1.76  3.09  0.45
O  -1.60  2.34  0.05

***

This record from OMol25 describes 3 unconnected molecules or ions with the total composition C4H14N2O in a non-equilibrium geometry. The level of theory is wB97M-V/def2-TZVPD.

## Properties
Net charge: +2
Electronic energy (a.u.): -344.77846
LUMO energy (eV): -9.1
Energy relative to the best compared isomer or geometry (same formula, charge and spin) (eV): 4.666
Gap between HOMO and LUMO (eV): 9.2398
Maximum force (Eh/bohr): 0.1164

CARTESIAN COORDINATES (ANGSTROEM)
C  0.27  1.35  -0.09
C  -0.48  1.00  1.09
C  -0.12  -0.52  1.22
C  1.14  -0.94  1.49
N  -0.77  -1.43  0.22
N  -0.16  3.34  -0.67
H  -0.11  1.20  -1.13
H  1.37  1.59  -0.10
H  -1.54  1.03  1.15
H  0.00  1.50  1.99
H  1.33  -2.04  1.69
H  2.01  -0.30  1.27
H  -1.70  -1.16  -0.06
H  -0.26  -1.94  -0.58
H  -1.00  -2.33  0.86
H  -0.57  3.15  -1.60
H  0.17  4.32  -0.60
H  -0.93  3.20  -0.04
H  -0.14  -3.47  -2.21
H  1.13  -2.62  -2.48
O  0.24  -2.61  -2.17

***

This record from OMol25 describes 3 unconnected molecules or ions with the total composition C4H14N2O2 in a non-equilibrium geometry. The level of theory is wB97M-V/def2-TZVPD.

## Properties
Net charge: 0
Electronic energy (a.u.): -420.76225
LUMO energy (eV): 0.6
Energy relative to the best compared isomer or geometry (same formula, charge and spin) (eV): 1.166
SMILES string: CC/C(N)=C/N.O.O
Gap between HOMO and LUMO (eV): 8.2415
Maximum force (Eh/bohr): 0.0240

CARTESIAN COORDINATES (ANGSTROEM)
C  0.81  0.49  -2.35
C  1.02  1.57  -1.26
C  0.35  1.35  0.06
N  -0.90  1.98  0.16
C  0.83  0.54  1.03
N  0.09  0.11  2.17
H  0.00  -0.19  -2.08
H  1.75  -0.05  -2.38
H  0.58  0.89  -3.33
H  0.75  2.57  -1.62
H  2.09  1.61  -1.05
H  -1.55  1.84  -0.60
H  -1.34  1.92  1.06
H  1.80  0.11  0.84
H  -0.63  0.72  2.51
H  -0.24  -0.85  2.15
O  -0.75  -2.51  -0.24
H  -0.16  -1.90  0.23
H  -0.29  -2.46  -1.10
O  -1.39  -2.52  2.34
H  -1.85  -2.03  1.64
H  -0.96  -3.21  1.82

***

This record from OMol25 describes 3 unconnected molecules or ions with the total composition C4H14N2O3 in a non-equilibrium geometry. The level of theory is wB97M-V/def2-TZVPD.

## Properties
Net charge: 0
Electronic energy (a.u.): -495.98585
LUMO energy (eV): 0.7
Energy relative to the best compared isomer or geometry (same formula, charge and spin) (eV): 2.305
SMILES string: CN[C@H](C)C(N)=O.O.O
Gap between HOMO and LUMO (eV): 9.4380
Maximum force (Eh/bohr): 0.1300

CARTESIAN COORDINATES (ANGSTROEM)
C  0.12  -2.36  1.40
N  -0.33  -2.39  -0.12
C  0.31  -1.37  -0.88
C  1.84  -0.85  -0.60
C  -0.57  -0.01  -1.02
N  -1.95  -0.09  -0.63
O  0.01  0.95  -1.43
H  0.26  -1.30  1.51
H  -0.74  -2.79  1.94
H  0.98  -2.98  1.53
H  -0.45  -3.21  -0.53
H  0.42  -1.74  -2.01
H  1.90  -0.06  0.24
H  2.43  -0.42  -1.44
H  2.41  -1.65  -0.28
H  -2.46  0.83  -0.57
H  -2.15  -0.60  0.17
O  -1.75  3.12  -0.39
H  -0.96  2.97  -0.89
H  -1.50  4.10  -0.23
O  0.94  3.61  1.33
H  0.61  3.30  2.15
H  0.62  2.98  0.75

***

This record from OMol25 describes a molecular structure, C4H14N2O4S2 in a non-equilibrium geometry. The level of theory is wB97M-V/def2-TZVPD.

## Properties
Net charge: 0
Electronic energy (a.u.): -1367.44464
LUMO energy (eV): 0.0
Gap between HOMO and LUMO (eV): 9.1194
Maximum force (Eh/bohr): 0.1149

CARTESIAN COORDINATES (ANGSTROEM)
N  -2.44  0.17  0.31
O  -3.02  -1.00  0.31
S  -4.69  -0.92  -0.06
O  -5.56  -1.24  1.20
O  -5.16  0.69  -0.48
S  -5.39  1.53  1.02
H  -2.40  0.72  -0.54
H  -1.91  0.48  1.12
H  -4.07  2.00  1.32
C  3.54  -0.68  -0.69
C  2.90  0.61  -0.19
C  1.71  0.38  0.78
O  0.50  0.00  0.13
C  0.39  -1.39  -0.16
N  2.50  1.43  -1.34
H  2.92  -1.19  -1.44
H  4.50  -0.46  -1.17
H  3.72  -1.37  0.13
H  3.67  1.16  0.37
H  1.49  1.33  1.28
H  1.97  -0.34  1.57
H  0.85  -2.00  0.62
H  0.83  -1.61  -1.13
H  -0.67  -1.64  -0.21
H  2.15  2.33  -1.00
H  1.67  1.00  -1.75

***

Which value of net charge does entry 2 give? 0

***

Which of these has the highest maximum force? number 4

***

net charge of number 4 (C4H14N2O)? +1